1:
Entry from the Open Molecules 2025 dataset: 2 unconnected molecules or ions with the total composition C2H4ClN (ωB97M-V/def2-TZVPD).

The molecular weight comes out at 77.51 g/mol.

Structure (ORCA input):
```
! wB97M-V def2-TZVPD RIJCOSX def2/J DEFGRID3
* xyz 0 1
C 0.551 -0.383 0.407
C -0.547 -0.017 -0.398
N 0.330 0.946 -0.064
Cl -2.201 -0.143 0.068
H 0.488 -0.556 1.543
H 1.359 -1.047 0.046
H -0.161 -0.603 -2.177
H 0.182 1.802 0.576
*
```

Mulliken atomic charge list, values in e, 4 entries:
1. C -0.313
2. C -0.006
3. N -0.360
4. Cl -0.126

=====

2:
Entry from the Open Molecules 2025 dataset: C2H4ClN in the gas phase (ωB97M-V/def2-TZVPD).

The molecular weight comes out at 77.51 g/mol.

Structure (ORCA input):
```
! wB97M-V def2-TZVPD RIJCOSX def2/J DEFGRID3
* xyz 0 1
C 1.126 -0.304 0.703
C -0.880 0.361 -0.397
N 0.376 0.590 0.286
Cl -0.937 -0.830 -1.694
H 2.149 0.136 1.160
H 0.929 -1.335 0.587
H -1.064 1.206 -1.036
H -1.699 0.176 0.391
*
```

Mulliken atomic charge list, values in e, 4 entries:
1. C -0.223
2. C -0.228
3. N -0.378
4. Cl -0.193

=====

3:
Entry from the Open Molecules 2025 dataset: 2 unconnected molecules or ions with the total composition C2H4ClN (ωB97M-V/def2-TZVPD).

The molecular weight comes out at 77.51 g/mol.

Structure (ORCA input):
```
! wB97M-V def2-TZVPD RIJCOSX def2/J DEFGRID3
* xyz 0 1
C 0.886 -0.755 -0.017
C 0.196 -0.281 -1.004
N -0.632 0.021 2.324
Cl 1.996 -1.894 0.441
H 0.693 -0.405 -1.923
H 0.222 0.390 2.120
H -0.450 0.708 -0.864
H -1.218 0.825 2.334
*
```

Mulliken atomic charge list, values in e, 4 entries:
1. C 0.013
2. C -0.414
3. N -0.444
4. Cl -0.110

=====

Most stable one: 2, least stable one: 3.

=====

1:
Entry from the Open Molecules 2025 dataset: 2 unconnected molecules or ions with the total composition C5H10NO3 (ωB97M-V/def2-TZVPD).

The molecular weight comes out at 132.14 g/mol.

Structure (ORCA input):
```
! wB97M-V def2-TZVPD RIJCOSX def2/J DEFGRID3
* xyz -1 1
C -0.935 -2.176 1.085
C 0.065 -1.232 1.687
C -1.120 -2.003 -0.429
O -1.884 -2.763 -1.010
N -0.362 -1.049 -1.030
H -0.741 -3.236 1.172
H -1.953 -2.064 1.447
H 0.129 -1.172 2.770
H -0.112 -1.053 -2.004
H 0.025 -0.312 -0.442
H -0.266 -0.231 1.409
H 1.089 -1.326 1.340
C 0.618 2.791 -1.454
C 1.197 2.517 -0.037
O 2.049 3.334 0.361
O 0.788 1.474 0.537
H 0.935 2.033 -2.169
H 0.954 3.750 -1.816
H -0.476 2.717 -1.417
*
```

Mulliken atomic charge list, values in e, 4 entries:
1. C -0.026
2. C -1.230
3. C 0.378
4. O -0.689

=====

2:
Entry from the Open Molecules 2025 dataset: 2 unconnected molecules or ions with the total composition C5H10NO3 (ωB97M-V/def2-TZVPD).

The molecular weight comes out at 132.14 g/mol.

Structure (ORCA input):
```
! wB97M-V def2-TZVPD RIJCOSX def2/J DEFGRID3
* xyz -1 1
C 1.520 -0.883 -2.516
C 0.095 -0.265 -2.405
O -0.649 -0.750 -1.508
O -0.177 0.631 -3.214
H 1.841 -0.606 -3.512
H 1.504 -1.943 -2.287
H 2.234 -0.383 -1.852
C -0.153 0.990 1.957
C -1.014 1.482 0.782
C -0.105 -0.503 2.222
O 0.294 -0.956 3.291
N -0.509 -1.291 1.207
H 0.873 1.299 1.763
H -0.579 1.424 2.861
H -2.025 1.116 0.932
H -0.660 1.268 -0.221
H -0.669 -2.257 1.376
H -0.764 -0.944 0.270
H -1.058 2.570 0.851
*
```

Mulliken atomic charge list, values in e, 4 entries:
1. C -0.912
2. C 0.543
3. O -0.781
4. O -0.704

=====

Most stable one: 2, least stable one: 1.

=====

1:
Entry from the Open Molecules 2025 dataset: C2H4N2P2 in the gas phase (ωB97M-V/def2-TZVPD).

The molecular weight comes out at 118.02 g/mol.

Structure (ORCA input):
```
! wB97M-V def2-TZVPD RIJCOSX def2/J DEFGRID3
* xyz 0 1
C 0.582 0.633 -0.049
C -0.438 -0.291 0.227
N 1.449 0.194 -0.904
N 1.215 -0.979 -1.360
P -0.147 -1.777 -0.573
P -1.965 0.145 1.229
H 0.585 1.684 0.291
H 1.691 -1.380 -2.236
H -1.655 1.409 0.970
H -1.317 0.362 2.405
*
```

Mulliken atomic charge list, values in e, 4 entries:
1. C -0.236
2. C 0.255
3. N -0.536
4. N -0.018

=====

2:
Entry from the Open Molecules 2025 dataset: a molecular structure, C2H4N2P2 (ωB97M-V/def2-TZVPD).

The molecular weight comes out at 118.02 g/mol.

Structure (ORCA input):
```
! wB97M-V def2-TZVPD RIJCOSX def2/J DEFGRID3
* xyz 0 1
C 1.853 -0.470 0.021
C 0.819 -1.339 -0.455
N 1.593 0.804 0.268
N 0.378 1.144 -0.068
P -0.429 -0.132 -0.841
P -2.468 0.177 0.053
H 2.869 -0.865 0.172
H 0.246 2.117 0.019
H -1.830 -0.441 1.179
H -3.032 -0.995 -0.347
*
```

Mulliken atomic charge list, values in e, 4 entries:
1. C -0.043
2. C -0.419
3. N -0.560
4. N 0.119

=====

Most stable one: 1, least stable one: 2.